Entry from OMol25: an isolated molecule of C5H9NO2 (wB97M-V/def2-TZVPD).

Calculated values
Energy relative to the best compared isomer or geometry (same formula, charge and spin): 59.6 kcal per mole
Molar mass: 115.13 g/mol
HOMO: -9.7 eV
Calculated total energy: -401.0817 hartree
SMILES: C=NCCCC(=O)O
Gap between HOMO and LUMO: 0.383 Ha

Last column: natural (NBO) charge in e.
Geometry (Å):
C -1.2887 2.3151 -1.4367  -0.0499
N -1.4896 1.9694 -0.2336  -0.3842
C -0.3555 1.3810 0.4605  -0.2563
C 0.0041 -0.0997 0.0041  -0.4067
C 1.0039 -0.8014 0.8831  -0.5347
C 1.1813 -2.1777 0.4324  0.7923
O 1.9864 -3.0497 0.6936  -0.5700
O 0.0267 -2.5824 -0.1858  -0.7352
H -0.4830 2.2124 -2.0230  0.1429
H -2.2250 2.5607 -2.0254  0.1641
H 0.4977 2.1308 0.6211  0.1961
H -0.7765 1.1145 1.5476  0.1777
H -1.0574 -0.5461 0.0912  0.2427
H 0.3266 0.0836 -1.0702  0.2072
H 0.6731 -0.9143 1.9306  0.2589
H 2.0407 -0.2150 0.9797  0.2464
H -0.0649 -3.3813 -0.6693  0.5085